Here is a structure of composition C29H25N6O5Pt from the Open Molecules 2025 dataset. Energies are from ωB97M-V with the def2-TZVPD basis set.

Calculated values
- LUMO (eV) = -4.41

ORCA input file:
```
! RIJCOSX wB97M-V def2-TZVPD def2/J DEFGRID3
* xyz 1 1
C 2.013 -0.792 2.531
H 4.151 0.446 0.307
H -1.634 1.244 3.595
C 1.570 -2.339 -0.815
H 0.846 -4.464 2.434
N 3.489 -4.203 2.460
C -3.127 1.072 -4.313
C -3.431 2.200 1.034
O 3.079 -5.344 2.417
C -2.815 0.523 -2.011
C -2.638 -0.817 -2.322
C -4.143 3.440 2.925
C 0.640 -1.056 2.376
H 4.768 -2.470 -0.283
C 3.963 0.352 -0.764
Pt -1.462 0.247 0.725
O 4.664 -3.885 2.428
H 3.759 1.332 -1.188
H 0.546 0.772 -2.986
H 4.650 -2.389 -2.048
C -2.722 -1.210 -3.649
C -3.068 1.476 -2.992
C -1.202 -2.821 2.327
C -2.391 1.813 3.073
H 4.839 -0.062 -1.255
H -2.460 -1.538 -1.539
C -2.956 -0.269 -4.641
N -3.530 1.843 -0.313
C 1.125 1.230 -0.974
C 0.608 1.539 -2.223
C -4.266 3.158 1.573
C 2.500 -3.124 2.518
N 1.558 -0.110 -0.715
O -2.161 -2.090 2.256
N -2.512 1.552 1.772
H -2.607 -2.254 -3.905
H -3.196 2.513 -2.715
H 0.807 4.221 0.555
H 3.888 -3.717 -1.164
H -3.085 2.952 4.737
C 0.161 2.829 -2.468
C 0.760 -1.207 -0.610
O -0.495 -1.155 -0.385
N 2.840 -0.529 -1.027
H 1.568 1.900 1.009
H -3.010 -0.579 -5.676
N -2.747 0.918 -0.638
C 2.848 -1.880 -1.011
C 2.938 -1.809 2.593
H -1.346 -3.918 2.372
H -0.105 4.799 -1.669
C 1.196 2.182 0.034
O -0.180 -0.030 2.259
H -0.243 3.080 -3.440
H 2.329 0.241 2.591
C 0.236 3.791 -1.471
H -4.989 3.647 0.937
C 1.158 -3.428 2.452
H 3.996 -1.607 2.691
H 1.242 -3.362 -0.775
H -4.782 4.180 3.386
C 0.753 3.470 -0.221
C 0.214 -2.408 2.390
C 4.112 -2.654 -1.137
C -3.199 2.760 3.680
H -3.312 1.802 -5.089
*
```



Here is a structure of composition C29H26BN6O5S3Ta from the Open Molecules 2025 dataset. Energies are from ωB97M-V with the def2-TZVPD basis set.

Calculated values
- LUMO (eV) = -1.04

ORCA input file:
```
! RIJCOSX wB97M-V def2-TZVPD def2/J DEFGRID3
* xyz 0 1
H -2.625 -5.238 -1.594
H 3.358 -0.188 -1.794
H -6.824 -1.082 -2.454
C -3.124 3.709 3.728
H -4.395 2.318 -3.371
C 2.889 0.309 2.851
C 0.026 2.983 1.852
H 7.426 1.112 -1.480
H 5.742 -0.455 -2.422
C -3.511 0.844 -2.110
H -0.973 -5.580 0.591
C -3.651 -0.382 -1.422
B 1.252 -3.970 0.713
H -1.571 -1.960 -3.206
H -5.072 2.898 3.308
O -1.117 0.861 -2.064
H -5.029 -1.975 -1.041
Ta -0.462 0.459 -0.320
H -1.627 -3.546 -4.009
C -2.269 1.650 -2.037
C 4.111 0.490 -1.411
C 6.003 2.230 -0.359
O 1.464 0.734 -0.703
C -5.895 -0.532 -2.361
H -2.997 -2.992 -3.006
C 4.664 2.388 -0.007
H 4.923 -1.253 1.778
C 2.297 1.603 -0.163
C 3.444 -2.691 0.973
C -0.248 -3.062 -1.275
H -3.463 4.315 4.558
N -1.305 -3.572 -1.935
O 4.360 3.387 0.846
H 0.873 -4.421 1.775
H 1.905 0.760 2.919
C -1.915 -2.986 -3.120
H 0.687 3.711 2.317
C 6.380 1.219 -1.220
C -1.796 3.728 3.350
H 6.726 2.920 0.058
S -2.490 -1.178 -0.340
C 5.438 0.338 -1.752
C -3.605 2.120 1.965
O -1.821 1.354 0.624
C -1.356 2.937 2.289
H 3.597 1.028 2.446
S 0.604 -1.627 -1.707
N 0.525 2.224 0.950
C -4.026 2.907 3.025
H -4.283 1.492 1.402
C -1.764 -4.684 -1.263
H 3.208 -0.007 3.843
N 1.881 2.459 0.707
O -2.204 2.839 -1.964
H 3.963 -3.522 0.528
H 2.044 -4.704 0.155
C -4.548 1.363 -2.884
H -1.083 4.358 3.870
C -5.739 0.680 -3.028
N -0.018 -3.833 -0.205
C -4.882 -1.041 -1.572
H -6.535 1.083 -3.641
C 3.918 -1.589 1.587
N 2.816 -0.853 1.973
C -0.963 -4.839 -0.187
N 2.063 -2.638 0.984
C 3.705 1.512 -0.542
C -2.264 2.134 1.621
H 3.390 3.374 0.993
C 1.696 -1.500 1.573
S 0.072 -0.931 1.817
*
```



no.,electronic energy (hartree)
1,-1943.86480
2,-3102.15960